No. 1
165
Properties=species:S:1:pos:R:3:forces:R:3 method="wB97M-V/def2-TZVPD" e_lumo_ev=-0.100 orbital_gap_ev=9.1 e_tot_ha=-3648.9410 smiles="CCCCCCCCCC[C@]1(C[C@@H](C)OCc2ccccc2)OC(=O)O[C@]1(CCCCl)c1cccnc1.c1ccccc1.c1ccccc1.c1ccccc1.c1ccccc1.c1ccccc1.c1ccccc1.c1ccccc1" fmax_ha_per_bohr=0.1006
C 3.073 -3.891 -2.715 -0.618 -0.573 -0.189
C 2.151 -4.669 -3.770 0.421 1.295 0.000
C 2.160 -3.850 -5.143 0.038 -0.484 0.246
C 1.608 -4.704 -6.360 -0.556 -0.572 1.118
C 0.021 -4.812 -6.233 0.388 0.597 -1.048
C -0.677 -4.463 -7.622 -0.944 0.879 0.983
C -2.091 -3.808 -7.294 0.125 -0.508 -0.494
C -3.174 -4.832 -6.734 -0.101 1.004 -0.919
C -4.305 -3.996 -5.987 -0.848 -1.176 0.285
C -4.580 -4.417 -4.484 0.097 -0.237 -0.033
C -3.382 -4.139 -3.478 -1.467 0.591 2.186
C -3.354 -2.585 -3.170 0.850 1.016 -0.307
C -2.203 -1.765 -3.895 0.155 0.577 -1.931
C -2.763 -0.692 -4.964 0.718 -0.440 0.581
O -1.320 -1.054 -3.003 -1.059 -0.139 0.104
C -1.962 0.017 -2.295 0.726 1.088 1.519
C -1.511 1.463 -2.719 0.291 2.806 -1.646
C -2.537 2.291 -3.467 2.012 0.949 0.523
C -2.292 3.671 -3.974 2.191 -1.825 1.492
C -0.937 4.274 -3.759 -1.410 -2.988 0.905
C 0.078 3.475 -3.017 -1.356 -0.772 -0.289
C -0.146 2.085 -2.486 -3.077 1.320 -1.736
O -2.136 -4.794 -3.808 -0.110 -1.004 -1.064
C -2.280 -6.190 -3.551 -1.118 1.668 0.463
O -1.726 -7.097 -4.114 -0.981 1.790 1.371
O -3.232 -6.247 -2.531 0.083 -1.235 -1.033
C -3.622 -4.909 -2.079 0.411 -0.067 -0.613
C -2.515 -4.657 -0.935 -0.525 0.496 0.586
C -3.070 -4.845 0.535 0.999 -0.781 0.483
C -3.553 -6.340 0.843 0.202 1.313 0.154
Cl -3.489 -6.537 2.685 -0.178 0.030 -1.344
C -5.135 -4.794 -1.654 -1.238 0.314 1.030
C -5.643 -3.539 -1.021 -2.267 -3.502 -1.082
C -7.103 -3.627 -0.740 1.970 -1.148 -0.948
C -7.845 -4.852 -1.083 -0.645 0.622 0.458
N -7.414 -6.054 -1.628 2.831 4.238 0.887
C -6.054 -5.923 -1.875 0.871 -0.293 -0.416
H 3.119 -4.507 -1.771 0.247 0.726 -0.922
H 4.105 -3.707 -3.144 -1.121 -0.253 0.632
H 2.595 -2.900 -2.440 0.604 -1.088 -0.448
H 1.115 -4.668 -3.321 0.912 -0.293 -0.681
H 2.496 -5.730 -3.945 -0.312 1.133 0.289
H 3.216 -3.503 -5.341 -1.000 -0.391 0.172
H 1.530 -2.926 -4.960 0.679 -0.879 -0.463
H 1.899 -4.305 -7.371 -0.200 -0.256 1.095
H 2.018 -5.757 -6.246 -0.174 1.255 -0.355
H -0.310 -5.819 -5.859 0.332 1.107 -0.220
H -0.304 -3.997 -5.512 0.259 -1.192 -0.684
H -0.856 -5.351 -8.290 0.545 0.832 0.546
H -0.066 -3.648 -8.126 -0.625 -1.217 0.316
H -2.544 -3.336 -8.226 0.583 -0.491 1.038
H -1.908 -2.964 -6.572 -0.227 -0.883 -0.568
H -2.741 -5.679 -6.139 -0.343 1.070 -0.363
H -3.649 -5.305 -7.653 0.568 0.413 1.154
H -5.274 -4.195 -6.550 1.038 0.387 0.804
H -4.163 -2.881 -6.007 0.192 -1.114 -0.153
H -5.487 -3.821 -4.148 1.211 -0.721 -0.128
H -4.875 -5.504 -4.357 0.368 1.081 -0.588
H -3.265 -2.348 -2.062 0.087 -0.582 -1.342
H -4.337 -2.107 -3.483 1.065 -0.924 0.302
H -1.535 -2.448 -4.511 -0.662 0.609 1.195
H -3.697 -0.256 -4.515 0.772 -0.191 -0.933
H -2.910 -1.142 -5.986 -0.264 0.379 1.208
H -1.960 0.099 -5.094 -1.099 -0.872 0.252
H -3.087 -0.003 -2.310 1.038 -0.179 -0.235
H -1.664 -0.104 -1.201 -0.364 0.110 -1.219
H -3.556 1.843 -3.658 1.346 0.529 0.310
H -3.124 4.198 -4.519 1.172 -0.544 0.683
H -0.755 5.299 -4.171 0.121 -1.178 0.630
H 1.087 3.952 -2.868 -1.189 -0.652 -0.106
H 0.654 1.514 -1.940 -0.921 0.801 -0.701
H -1.669 -5.406 -1.052 -1.155 0.874 -0.133
H -2.033 -3.641 -1.012 -0.626 -0.925 0.018
H -3.846 -4.099 0.854 0.619 -0.812 -0.490
H -2.184 -4.685 1.232 -1.032 -0.070 -0.875
H -4.621 -6.481 0.531 1.166 -0.192 0.290
H -2.839 -7.103 0.437 -0.895 0.741 0.246
H -4.979 -2.660 -0.838 -0.922 -0.891 -0.026
H -7.637 -2.760 -0.268 0.498 -1.118 -0.595
H -8.957 -4.823 -0.870 1.448 -0.019 -0.195
H -5.585 -6.839 -2.351 -0.541 1.188 0.689
C 2.680 7.625 -1.131 0.014 -0.034 -0.024
C 4.069 7.660 -1.094 -0.032 -0.045 -0.014
C 4.806 7.256 -2.201 -0.055 -0.022 -0.021
C 4.154 6.812 -3.346 -0.022 0.004 0.064
C 2.764 6.768 -3.380 -0.003 0.020 0.063
C 2.027 7.176 -2.273 0.054 -0.017 -0.035
H 2.106 7.946 -0.270 0.025 -0.023 -0.040
H 4.578 8.003 -0.200 -0.016 -0.020 -0.044
H 5.890 7.287 -2.172 -0.049 0.009 0.008
H 4.728 6.499 -4.211 -0.030 0.008 0.045
H 2.255 6.416 -4.271 0.034 0.029 0.040
H 0.944 7.143 -2.300 0.053 0.002 0.005
C -1.738 2.549 0.926 -0.055 0.004 0.041
C -1.128 2.057 2.074 -0.035 -0.012 -0.049
C -1.899 1.536 3.106 -0.005 -0.003 -0.033
C -3.284 1.511 2.994 0.020 0.007 -0.044
C -3.897 2.011 1.851 0.051 -0.019 -0.026
C -3.125 2.529 0.816 0.010 -0.048 0.030
H -1.141 2.950 0.114 -0.024 -0.017 0.043
H -0.047 2.079 2.164 -0.056 -0.003 -0.006
H -1.421 1.149 3.999 -0.049 0.041 -0.027
H -3.886 1.102 3.798 0.040 0.041 -0.015
H -4.978 1.998 1.765 0.058 0.007 0.010
H -3.603 2.917 -0.076 0.045 -0.012 0.028
C -2.946 0.284 8.572 0.029 -0.030 -0.058
C -1.557 0.322 8.617 -0.023 0.000 -0.039
C -0.814 -0.083 7.514 -0.054 0.008 -0.013
C -1.460 -0.531 6.367 -0.017 0.019 0.055
C -2.849 -0.578 6.326 0.008 0.035 0.019
C -3.592 -0.169 7.427 0.061 0.019 0.011
H -3.525 0.606 9.430 0.031 -0.027 -0.040
H -1.053 0.669 9.512 -0.030 -0.013 -0.053
H 0.270 -0.051 7.548 -0.054 -0.012 -0.001
H -0.881 -0.845 5.506 -0.026 -0.018 0.048
H -3.353 -0.933 5.433 0.036 0.002 0.048
H -4.675 -0.203 7.394 0.057 -0.002 0.002
C 7.102 5.263 2.345 -0.042 0.028 0.044
C 7.296 5.284 3.722 -0.057 0.015 -0.029
C 6.335 5.850 4.552 -0.002 0.012 -0.041
C 5.181 6.399 4.005 0.042 -0.018 -0.025
C 4.991 6.385 2.628 0.037 -0.021 0.000
C 5.950 5.816 1.798 0.017 -0.002 0.031
H 7.848 4.815 1.698 -0.033 0.033 0.031
H 8.198 4.858 4.148 -0.044 0.025 -0.023
H 6.485 5.863 5.625 -0.015 -0.014 -0.055
H 4.430 6.838 4.652 0.041 -0.018 -0.027
H 4.093 6.818 2.201 0.038 -0.040 0.019
H 5.799 5.804 0.724 -0.007 -0.008 0.051
C 8.419 12.354 -0.826 -0.054 -0.046 0.006
C 8.387 11.495 -1.918 -0.028 0.002 0.018
C 7.316 10.625 -2.089 0.000 0.032 0.063
C 6.277 10.612 -1.165 0.057 0.042 0.015
C 6.313 11.465 -0.067 0.045 0.011 -0.033
C 7.383 12.337 0.101 0.008 -0.033 -0.049
H 9.251 13.036 -0.697 -0.037 -0.042 -0.002
H 9.198 11.503 -2.638 -0.049 0.008 0.037
H 7.290 9.957 -2.943 -0.008 0.037 0.037
H 5.441 9.937 -1.299 0.043 0.064 -0.021
H 5.506 11.451 0.657 0.041 0.005 -0.045
H 7.409 13.004 0.956 -0.003 -0.034 -0.046
C -2.054 -7.354 5.923 -0.033 -0.013 0.061
C -1.426 -7.800 7.081 -0.047 -0.012 -0.008
C -2.181 -8.336 8.119 -0.034 0.015 -0.041
C -3.563 -8.422 8.001 0.038 0.029 -0.043
C -4.191 -7.967 6.847 0.061 -0.001 0.013
C -3.437 -7.434 5.807 -0.011 0.005 0.078
H -1.465 -6.942 5.111 -0.043 -0.014 0.030
H -0.348 -7.731 7.174 -0.059 -0.012 -0.007
H -1.691 -8.687 9.020 -0.025 0.019 -0.048
H -4.151 -8.842 8.809 0.028 0.025 -0.035
H -5.270 -8.028 6.757 0.062 -0.002 0.000
H -3.927 -7.081 4.906 0.012 -0.121 0.346
C 6.005 2.552 6.228 -0.012 -0.025 0.051
C 6.618 2.055 7.373 -0.061 -0.009 -0.002
C 5.846 1.536 8.406 -0.037 0.020 -0.035
C 4.460 1.519 8.296 0.046 0.031 -0.043
C 3.847 2.024 7.155 0.049 -0.010 0.003
C 4.619 2.540 6.121 0.017 -0.014 0.030
H 6.607 2.951 5.420 -0.055 -0.010 0.032
H 7.699 2.071 7.459 -0.059 -0.014 -0.008
H 6.324 1.145 9.297 -0.026 0.021 -0.047
H 3.857 1.112 9.100 0.030 0.025 -0.033
H 2.765 2.016 7.072 0.058 0.002 0.002
H 4.142 2.932 5.230 0.040 -0.006 0.039



No. 2
176
Properties=species:S:1:pos:R:3:forces:R:3 method="wB97M-V/def2-TZVPD" e_lumo_ev=0.366 orbital_gap_ev=10.3 e_tot_ha=-4445.1084 fmax_ha_per_bohr=0.0786 e_above_lowest_kj_mol=0.0
C -1.641 1.063 5.784 0.220 -1.533 0.066
C -0.991 -0.320 5.782 1.480 0.115 1.029
O -1.929 -1.379 5.770 0.161 0.523 -0.921
O -2.709 1.054 6.701 -0.221 0.682 0.236
H -1.948 1.330 4.798 -0.513 0.220 -0.886
H -0.855 1.753 6.054 -0.078 0.509 0.501
H -0.464 -0.380 6.770 -0.331 -0.230 -0.712
H -0.181 -0.400 4.995 -0.964 0.001 0.461
H -2.401 -1.289 4.917 -0.074 -0.364 0.391
H -3.263 0.274 6.543 0.458 0.088 -0.064
C -3.976 -5.233 0.018 -0.422 0.297 1.771
C -4.903 -4.907 -1.112 0.063 -0.912 -0.632
O -5.894 -3.990 -0.722 0.210 0.262 -0.717
O -3.130 -4.205 0.580 -0.012 0.514 -1.091
H -3.344 -6.060 -0.242 0.425 -0.394 -0.118
H -4.567 -5.462 0.890 -0.681 -1.023 0.137
H -5.367 -5.894 -1.502 0.743 1.376 0.581
H -4.249 -4.496 -1.884 -0.267 0.075 -0.499
H -6.014 -3.382 -1.506 -0.075 -0.260 0.961
H -3.694 -3.433 0.742 0.191 -0.194 -0.100
O 0.906 -1.797 2.433 -0.672 -0.893 0.906
C 0.278 -2.582 3.129 1.144 0.853 -0.153
O -1.013 -2.825 2.910 0.618 -0.494 0.317
C -1.437 -3.888 3.795 0.100 -0.274 0.223
C -0.168 -4.586 4.354 -0.166 0.358 1.116
C 0.822 -3.410 4.332 -0.661 0.679 -0.832
H -1.905 -4.626 3.209 -1.087 -0.553 -0.974
H -2.167 -3.442 4.470 0.444 -0.281 0.373
H 0.107 -5.462 3.731 -0.021 0.760 0.253
H -0.353 -4.964 5.389 0.152 0.307 -0.816
H 1.885 -3.558 4.159 -0.061 -0.381 0.129
H 0.692 -2.790 5.241 0.052 -0.228 -0.428
O 1.527 -6.887 -1.849 0.732 -1.342 -1.346
C 1.121 -6.093 -1.090 -1.034 1.413 1.559
O 0.293 -6.444 -0.047 0.214 -0.261 -0.066
C 0.103 -5.328 0.834 1.223 0.065 -0.278
C 0.213 -4.134 -0.070 0.375 0.594 -0.492
C 1.337 -4.583 -1.059 -1.181 -0.502 0.828
H 0.894 -5.338 1.578 0.212 -0.166 0.299
H -0.849 -5.379 1.306 -0.762 -0.285 0.278
H 0.464 -3.193 0.427 -0.126 -0.217 0.056
H -0.810 -4.059 -0.434 0.213 0.463 -0.935
H 2.297 -4.400 -0.585 0.234 0.018 -0.014
H 1.368 -4.208 -2.072 -0.222 0.280 -0.080
O -1.912 -0.980 -6.010 -0.111 0.207 -0.278
C -0.959 -1.686 -6.186 1.176 -0.549 0.785
O -0.966 -2.989 -5.861 -0.349 -0.454 -0.120
C 0.370 -3.589 -5.894 -1.178 0.665 2.166
C 1.244 -2.680 -6.690 0.344 0.681 -0.037
C 0.421 -1.372 -6.729 0.183 -0.216 -1.178
H 0.202 -4.599 -6.210 0.286 -0.480 -0.214
H 0.682 -3.530 -4.817 -0.139 -0.581 -0.877
H 1.529 -3.073 -7.670 -0.164 0.158 0.119
H 2.144 -2.485 -6.099 0.088 -0.151 -0.434
H 0.230 -1.091 -7.769 0.265 0.388 0.120
H 0.996 -0.603 -6.225 -0.577 0.396 0.047
O -4.925 2.282 -0.009 -0.178 -0.081 -0.712
C -4.583 2.721 1.042 -0.553 -0.032 0.502
O -5.427 2.735 2.121 0.619 -0.030 -0.163
C -4.655 3.124 3.280 -0.387 -0.459 0.676
C -3.201 2.863 2.925 -1.005 1.489 -0.450
C -3.265 3.302 1.440 -0.429 0.524 0.880
H -5.015 2.515 4.129 0.128 0.469 -0.356
H -4.798 4.180 3.456 -0.341 0.363 0.224
H -3.121 1.799 2.984 0.846 -0.758 -0.062
H -2.537 3.421 3.597 0.068 -0.382 -0.414
H -2.503 2.902 0.836 1.040 -0.356 -0.794
H -3.372 4.398 1.239 0.372 -0.667 0.567
O 3.595 2.482 0.487 1.282 0.382 0.187
C 4.699 2.974 0.634 -1.194 0.643 -0.020
O 4.839 4.312 0.927 -0.210 -0.771 -0.261
C 6.216 4.546 1.275 -0.280 1.433 1.099
C 7.031 3.548 0.560 0.640 -0.831 -0.345
C 6.062 2.383 0.589 0.718 -0.652 -1.367
H 6.268 4.482 2.362 0.213 -0.159 0.076
H 6.486 5.545 0.984 -0.220 0.587 -0.057
H 7.991 3.279 1.066 -0.744 0.490 -0.556
H 7.190 3.920 -0.472 0.208 -0.424 0.452
H 6.217 1.802 1.463 -0.023 -0.509 0.899
H 6.228 1.709 -0.241 -0.397 -0.092 -0.251
O 2.156 3.867 -2.772 -0.114 -0.313 -0.328
C 1.034 3.646 -3.113 -1.161 0.486 0.390
O -0.038 4.148 -2.385 1.124 -0.369 -0.084
C -1.251 3.796 -3.018 -1.462 2.471 0.805
C -0.988 2.701 -3.948 -1.059 -1.615 -0.839
C 0.429 2.898 -4.317 1.823 1.425 0.447
H -1.609 4.714 -3.532 0.016 -0.449 0.156
H -1.981 3.554 -2.238 0.048 0.000 -0.095
H -1.715 2.703 -4.786 0.556 -0.165 0.405
H -1.104 1.780 -3.384 -0.037 -0.411 -0.275
H 0.557 3.632 -5.127 0.110 -0.580 -0.186
H 1.065 2.043 -4.415 0.033 -0.648 -0.762
O 0.006 -1.165 -2.756 0.492 -0.927 -2.173
C -0.005 -0.575 -1.746 0.057 1.697 3.409
O -0.847 -0.948 -0.714 0.402 0.580 -0.996
C -0.775 0.035 0.337 -1.690 -0.358 0.682
C 0.598 0.600 0.265 -0.491 0.130 0.464
C 0.731 0.737 -1.220 -0.489 -1.651 -0.472
H -1.084 -0.525 1.222 0.437 0.288 0.162
H -1.533 0.831 0.191 0.091 -0.348 -0.309
H 1.209 -0.092 0.774 1.332 -1.078 -0.037
H 0.724 1.504 0.819 -0.183 0.958 0.145
H 1.723 0.965 -1.579 0.056 -0.084 -0.464
H -0.014 1.469 -1.496 0.105 0.854 -0.393
O 2.779 2.123 -6.656 -0.982 1.240 -0.960
C 3.463 1.407 -6.028 2.374 -1.419 1.208
O 3.097 0.126 -5.751 -0.654 -0.455 0.935
C 3.985 -0.498 -4.797 1.318 0.996 0.309
C 4.861 0.688 -4.208 -0.324 -1.173 -0.679
C 4.883 1.601 -5.422 -1.485 -0.632 0.206
H 4.565 -1.201 -5.360 0.724 -0.301 -0.414
H 3.525 -1.108 -4.022 -0.860 0.464 -0.049
H 5.851 0.358 -3.805 -0.982 0.305 -0.373
H 4.272 1.168 -3.440 0.032 0.067 0.566
H 5.600 1.244 -6.114 0.666 -0.358 -1.008
H 5.064 2.621 -5.254 0.212 1.341 0.409
O -6.071 -2.052 -2.471 -0.298 -0.280 -0.102
C -5.199 -1.411 -3.003 1.298 -1.036 0.516
O -5.472 -0.286 -3.594 -0.310 1.522 -0.922
C -4.272 0.418 -3.992 1.094 -0.479 -0.439
C -3.149 -0.235 -3.192 0.466 -0.820 1.612
C -3.685 -1.677 -3.089 -1.685 1.464 -0.201
H -4.391 1.424 -3.653 -0.296 0.762 -0.274
H -4.083 0.327 -5.089 -0.451 0.101 0.824
H -2.988 0.258 -2.198 -0.502 -0.422 -0.598
H -2.156 -0.360 -3.603 -0.029 0.669 -0.730
H -3.363 -2.339 -2.319 0.540 -0.328 0.422
H -3.524 -2.025 -4.097 0.183 -0.917 -0.299
O 0.176 3.661 2.168 -0.406 -0.551 0.996
C 0.297 4.778 1.764 0.681 0.524 -1.457
O 0.071 5.891 2.460 -0.009 1.005 0.373
C 0.346 7.084 1.652 -0.987 0.334 -0.328
C 0.534 6.616 0.201 0.588 0.406 -0.617
C 0.727 5.126 0.362 0.339 -0.771 0.102
H 1.219 7.625 2.032 -0.197 -0.371 0.206
H -0.547 7.740 1.694 0.565 -0.379 0.441
H 1.424 7.072 -0.261 -0.248 -0.096 0.327
H -0.293 6.910 -0.479 0.206 -0.421 0.666
H 1.771 4.766 0.243 -0.573 0.243 -0.066
H 0.099 4.518 -0.270 0.112 -0.036 -0.372
O 5.444 1.701 3.383 -2.113 -1.335 1.303
C 4.310 1.509 3.824 1.469 0.512 -0.794
O 3.684 0.291 3.948 0.846 1.759 -0.748
C 2.284 0.521 4.202 -1.108 -1.101 0.081
C 2.011 2.005 4.460 0.783 0.323 1.235
C 3.390 2.669 4.176 -0.836 -1.197 -0.757
H 2.102 -0.163 5.048 -0.440 0.439 -0.302
H 1.634 0.219 3.330 1.185 -0.107 0.767
H 1.814 2.248 5.522 -0.269 -0.527 -0.439
H 1.132 2.286 3.874 0.556 0.522 -0.043
H 3.794 3.226 5.018 -0.007 0.116 -0.217
H 3.405 3.222 3.244 -0.113 0.658 0.066
O -3.803 -1.448 3.786 1.644 -0.294 1.301
C -4.627 -1.294 2.955 -3.390 -0.744 -0.546
O -4.465 -0.561 1.872 0.330 0.363 -0.561
C -5.713 -0.453 1.132 0.470 0.465 -1.301
C -6.546 -1.606 1.532 -2.279 -0.775 0.604
C -6.134 -1.777 2.975 0.515 0.250 0.365
H -5.472 -0.474 0.081 0.301 0.034 -0.308
H -6.123 0.527 1.324 -0.276 0.141 0.361
H -6.399 -2.524 0.960 0.425 0.215 -0.126
H -7.662 -1.424 1.477 1.268 0.135 -0.117
H -6.401 -2.763 3.388 0.722 0.480 0.063
H -6.643 -0.995 3.562 0.140 -0.293 0.126
O 6.133 -0.239 -1.241 -1.242 -1.205 1.757
C 5.482 -0.857 -0.383 0.939 1.582 -3.471
O 6.080 -1.639 0.486 0.494 -0.410 0.223
C 5.154 -2.274 1.360 -1.110 1.789 1.096
C 3.754 -2.090 0.773 1.068 0.539 -1.605
C 3.982 -0.840 -0.260 -0.496 -3.893 0.957
H 5.162 -1.716 2.311 0.393 -0.352 -0.149
H 5.429 -3.285 1.520 0.433 -0.887 0.017
H 3.037 -1.954 1.559 -0.456 0.406 0.116
H 3.515 -3.003 0.249 -0.328 -0.059 -0.437
H 3.716 -0.004 0.282 -0.650 2.278 0.864
H 3.357 -0.933 -1.179 0.979 0.177 0.568



no.,highest occupied orbital energy (eV)
1,-9.154
2,-9.899